Formula: C5H9NO
Source: the Open Molecules 2025 dataset
Level of theory: wB97M-V/def2-TZVPD

Geometry as XYZ:
```
16
Properties=species:S:1:pos:R:3:forces:R:3
C 1.6416 -0.2145 -0.1000 0.0 0.0 0.0
C 0.4754 -0.1603 0.8769 0.0 -0.3 -0.1
O 0.4916 1.0181 1.6582 0.1 0.2 -0.1
C -0.9128 -0.3041 0.1978 0.0 0.0 0.0
C -1.2323 0.8108 -0.8030 0.0 0.1 -0.1
C -1.0187 -1.6218 -0.4421 -0.1 -1.0 -0.4
N -1.0797 -2.6580 -0.9543 0.1 1.0 0.5
H 1.6335 -1.1534 -0.6633 0.0 0.2 0.1
H 2.5856 -0.1415 0.4502 -0.2 0.0 -0.1
H 1.5907 0.6155 -0.8178 0.0 -0.1 0.1
H 0.5699 -0.9852 1.5916 0.0 0.1 -0.1
H 0.8398 1.7387 1.1179 -0.1 -0.1 0.1
H -1.6562 -0.2728 1.0036 0.1 0.0 -0.1
H -2.2791 0.7661 -1.1108 0.1 0.0 0.0
H -0.6183 0.7351 -1.7045 0.0 0.0 0.1
H -1.0643 1.7831 -0.3314 0.0 -0.1 -0.1
```
Forces are in eV/Å.

For the HOMO energy, the calculation gives -0.396 Ha. For the relative energy (zero: lowest compared OMol25 entry of this formula, charge and spin), the calculation gives 0.939 eV. As for the charge: 0. As for the total energy: -325.9030 Eh. The SMILES is C[C@@H](O)[C@@H](C)C#N. The value obtained for the orbital gap is 11.50 eV.

Here are the natural (NBO) charges for atoms 1 to 8, given in e:
1 C -0.65
2 C 0.12
3 O -0.71
4 C -0.35
5 C -0.60
6 C 0.29
7 N -0.33
8 H 0.24

***

Formula: C5H9NO
Source: the Open Molecules 2025 dataset
Level of theory: wB97M-V/def2-TZVPD

Geometry as XYZ:
```
16
Properties=species:S:1:pos:R:3:forces:R:3
C -1.2178 0.4902 -1.6620 0.0 0.0 0.0
C -0.2647 0.1740 -0.5737 0.1 0.1 0.0
O -1.5114 -1.4224 1.7827 0.0 0.1 0.1
C 0.6920 -0.9387 -0.2899 0.0 -0.2 -0.2
N 1.0825 -0.2538 0.9899 0.2 -0.2 0.2
C 1.6151 1.0944 0.8122 0.3 0.1 0.0
C 0.2025 0.8466 0.5182 -0.4 0.3 -0.2
H -0.6979 0.4532 -2.6281 -0.1 0.0 0.1
H -1.6364 1.4921 -1.5242 0.1 -0.2 0.0
H -2.0409 -0.2347 -1.7055 0.1 0.1 0.0
H -0.5652 -1.3385 1.9775 -0.1 0.0 0.0
H 1.5267 -0.9346 -1.0044 -0.1 0.0 0.1
H 0.3420 -1.9590 -0.1113 0.0 0.1 -0.1
H 2.2603 1.3144 -0.0432 -0.1 0.0 0.2
H 1.9067 1.5619 1.7489 -0.1 -0.1 -0.1
H -1.7568 -0.5047 1.6021 0.0 -0.2 0.0
```
Forces are in eV/Å.

For the HOMO energy, the calculation gives -0.310 Ha. For the relative energy (zero: lowest compared OMol25 entry of this formula, charge and spin), the calculation gives 5.299 eV. As for the charge: 0. As for the total energy: -325.7428 Eh. The value obtained for the orbital gap is 8.91 eV.

Here are the natural (NBO) charges for atoms 1 to 8, given in e:
1 C -0.66
2 C 0.04
3 O -0.95
4 C -0.27
5 N -0.43
6 C -0.22
7 C -0.01
8 H 0.23

***

Formula: C5H9NO
Source: the Open Molecules 2025 dataset
Level of theory: wB97M-V/def2-TZVPD

Geometry as XYZ:
```
16
Properties=species:S:1:pos:R:3:forces:R:3
C -0.2861 1.0472 -1.3695 -0.1 -0.1 -0.1
C -0.7512 0.4785 -0.0529 -0.1 0.0 -0.1
O -1.8628 0.6331 0.3887 0.2 -0.1 -0.2
C 0.1965 -0.5026 0.6752 -0.1 -0.1 0.0
C -0.2100 -1.9073 0.1979 0.0 -0.2 0.0
C 1.6285 -0.2516 0.4534 0.9 0.3 -0.2
N 2.7529 -0.0502 0.2647 -1.2 -0.2 0.2
H 0.7222 1.4748 -1.3434 -0.2 -0.1 0.2
H -0.9959 1.7766 -1.7662 0.0 -0.2 0.2
H -0.2549 0.1896 -2.0519 0.1 0.1 -0.1
H -0.0040 -0.4225 1.7493 0.0 0.1 -0.2
H 0.3250 -2.6768 0.7559 0.0 0.1 -0.1
H 0.0036 -2.0384 -0.8678 0.0 0.0 0.2
H -1.2843 -2.0236 0.3638 0.2 0.0 0.0
H 0.4113 2.1597 1.2901 0.4 0.2 0.1
H -0.3169 2.1246 1.3633 -0.1 0.3 0.2
```
Forces are in eV/Å.

For the HOMO energy, the calculation gives -0.376 Ha. For the relative energy (zero: lowest compared OMol25 entry of this formula, charge and spin), the calculation gives 2.062 eV. As for the charge: 0. As for the total energy: -325.8618 Eh. The SMILES is CC(=O)[C@@H](C)C#N.[H][H]. The value obtained for the orbital gap is 11.01 eV.

Here are the natural (NBO) charges for atoms 1 to 8, given in e:
1 C -0.74
2 C 0.65
3 O -0.55
4 C -0.45
5 C -0.58
6 C 0.29
7 N -0.32
8 H 0.25

***

Formula: C5H9NO
Source: the Open Molecules 2025 dataset
Level of theory: wB97M-V/def2-TZVPD

Geometry as XYZ:
```
16
Properties=species:S:1:pos:R:3:forces:R:3
C -1.3042 -0.7424 -1.0022 0.0 0.0 0.0
C -0.7894 0.3698 -0.1440 0.2 0.2 -0.1
C 0.4942 0.7582 -0.0834 -0.2 0.0 -0.1
C 1.6147 0.1326 -0.8802 0.1 0.0 0.0
C 0.8190 1.8714 0.7730 0.2 0.8 0.6
N 1.0726 2.7644 1.4674 -0.2 -0.9 -0.6
H -1.4468 -0.3795 -2.0273 0.0 -0.1 0.1
H -2.2624 -1.1136 -0.6338 0.1 0.1 0.0
H -0.6084 -1.5859 -1.0412 -0.1 0.1 0.0
H -1.5181 0.9114 0.4558 0.1 0.0 -0.1
H 2.5912 0.3506 -0.4415 -0.2 0.0 0.0
H 1.6099 0.5242 -1.9030 0.1 -0.1 0.1
H 1.5015 -0.9549 -0.9419 0.0 0.2 0.0
O -0.7045 -1.3500 2.0859 0.1 0.1 0.2
H -1.1368 -0.6560 2.5983 0.0 -0.2 0.0
H 0.0674 -0.9002 1.7180 -0.1 -0.1 0.1
```
Forces are in eV/Å.

For the HOMO energy, the calculation gives -0.361 Ha. For the relative energy (zero: lowest compared OMol25 entry of this formula, charge and spin), the calculation gives 1.509 eV. As for the charge: 0. As for the total energy: -325.8821 Eh. The SMILES is C/C=C(\C)C#N.O. The value obtained for the orbital gap is 10.42 eV.

Here are the natural (NBO) charges for atoms 1 to 8, given in e:
1 C -0.66
2 C -0.06
3 C -0.19
4 C -0.64
5 C 0.26
6 N -0.32
7 H 0.23
8 H 0.24

***

Formula: C5H9NO
Source: the Open Molecules 2025 dataset
Level of theory: wB97M-V/def2-TZVPD

Geometry as XYZ:
```
16
Properties=species:S:1:pos:R:3:forces:R:3
C -0.7884 -1.5913 0.7445 0.0 0.0 0.0
C 0.5890 -1.0106 0.5372 -0.1 -0.1 0.2
N 1.1395 -1.0958 -0.8170 0.2 -0.1 -0.1
C 0.8534 0.2175 -0.2523 0.0 0.3 0.1
C -0.2502 1.0290 -0.8936 0.0 -0.1 0.0
C -0.6452 2.1958 -0.0146 0.3 0.1 0.2
O 0.1495 2.8367 0.6329 -0.4 -0.3 -0.2
H -1.3701 -1.5421 -0.1801 0.1 0.0 0.1
H -0.7175 -2.6460 1.0302 0.0 0.1 0.0
H -1.3300 -1.0585 1.5347 0.1 -0.1 -0.1
H 1.2797 -1.1808 1.3643 -0.1 0.0 -0.2
H 2.1371 -1.2864 -0.8016 -0.1 0.0 0.0
H 1.6950 0.8239 0.0788 -0.1 -0.1 -0.1
H -1.1221 0.4108 -1.1300 0.1 0.1 0.1
H 0.1039 1.4448 -1.8485 0.0 0.0 0.1
H -1.7236 2.4531 0.0152 0.1 0.0 0.0
```
Forces are in eV/Å.

For the HOMO energy, the calculation gives -0.358 Ha. For the relative energy (zero: lowest compared OMol25 entry of this formula, charge and spin), the calculation gives 2.014 eV. As for the charge: 0. As for the total energy: -325.8635 Eh. The SMILES is C[C@H]1N[C@H]1CC=O. The value obtained for the orbital gap is 10.78 eV.

Here are the natural (NBO) charges for atoms 1 to 8, given in e:
1 C -0.62
2 C -0.08
3 N -0.60
4 C -0.08
5 C -0.53
6 C 0.45
7 O -0.52
8 H 0.22

***

Formula: C5H9NO
Source: the Open Molecules 2025 dataset
Level of theory: wB97M-V/def2-TZVPD

Geometry as XYZ:
```
16
Properties=species:S:1:pos:R:3:forces:R:3
C -1.6228 -1.1839 0.0620 0.0 0.0 0.0
C -0.5954 -0.2852 -0.6165 0.0 -0.1 0.0
C -0.7223 1.2564 -0.4145 -0.2 0.1 -0.1
C 0.6771 1.3039 0.2614 0.1 0.1 0.0
C 0.7717 -0.1858 0.0319 0.2 -0.3 0.0
N 1.6480 -1.0845 0.1913 -0.5 0.2 -0.2
O 2.8140 -0.5593 0.7493 0.3 -0.1 0.1
H -2.5443 -1.2401 -0.5272 0.1 0.0 0.1
H -1.8849 -0.8078 1.0571 0.1 0.0 -0.1
H -1.2286 -2.1983 0.1818 -0.1 0.1 -0.1
H -0.5064 -0.5493 -1.6762 0.0 0.0 0.1
H -0.7931 1.8129 -1.3519 0.0 0.0 0.2
H -1.5473 1.5620 0.2346 0.1 -0.1 -0.1
H 0.6917 1.6063 1.3144 0.0 -0.1 -0.2
H 1.4426 1.8796 -0.2659 -0.1 -0.1 0.1
H 3.3999 -1.3270 0.7683 -0.1 0.2 0.0
```
Forces are in eV/Å.

For the HOMO energy, the calculation gives -0.347 Ha. For the relative energy (zero: lowest compared OMol25 entry of this formula, charge and spin), the calculation gives 2.911 eV. As for the charge: 0. As for the total energy: -325.8306 Eh. The SMILES is C[C@H]1CC/C1=N\O. The value obtained for the orbital gap is 10.53 eV.

Here are the natural (NBO) charges for atoms 1 to 8, given in e:
1 C -0.60
2 C -0.25
3 C -0.39
4 C -0.48
5 C 0.23
6 N -0.14
7 O -0.58
8 H 0.21

***

> relative energy (zero: lowest compared OMol25 entry of this formula, charge and spin) of number 5 (C5H9NO)?

2.014 eV

***

Repeat the fifth record exactly.
Formula: C5H9NO
Source: the Open Molecules 2025 dataset
Level of theory: wB97M-V/def2-TZVPD

Geometry as XYZ:
```
16
Properties=species:S:1:pos:R:3:forces:R:3
C -0.7884 -1.5913 0.7445 0.0 0.0 0.0
C 0.5890 -1.0106 0.5372 -0.1 -0.1 0.2
N 1.1395 -1.0958 -0.8170 0.2 -0.1 -0.1
C 0.8534 0.2175 -0.2523 0.0 0.3 0.1
C -0.2502 1.0290 -0.8936 0.0 -0.1 0.0
C -0.6452 2.1958 -0.0146 0.3 0.1 0.2
O 0.1495 2.8367 0.6329 -0.4 -0.3 -0.2
H -1.3701 -1.5421 -0.1801 0.1 0.0 0.1
H -0.7175 -2.6460 1.0302 0.0 0.1 0.0
H -1.3300 -1.0585 1.5347 0.1 -0.1 -0.1
H 1.2797 -1.1808 1.3643 -0.1 0.0 -0.2
H 2.1371 -1.2864 -0.8016 -0.1 0.0 0.0
H 1.6950 0.8239 0.0788 -0.1 -0.1 -0.1
H -1.1221 0.4108 -1.1300 0.1 0.1 0.1
H 0.1039 1.4448 -1.8485 0.0 0.0 0.1
H -1.7236 2.4531 0.0152 0.1 0.0 0.0
```
Forces are in eV/Å.

For the HOMO energy, the calculation gives -0.358 Ha. For the relative energy (zero: lowest compared OMol25 entry of this formula, charge and spin), the calculation gives 2.014 eV. As for the charge: 0. As for the total energy: -325.8635 Eh. The SMILES is C[C@H]1N[C@H]1CC=O. The value obtained for the orbital gap is 10.78 eV.

Here are the natural (NBO) charges for atoms 1 to 8, given in e:
1 C -0.62
2 C -0.08
3 N -0.60
4 C -0.08
5 C -0.53
6 C 0.45
7 O -0.52
8 H 0.22